Here is an isolated molecule of C19H25N3O6 from the OMol25 dataset. Energies are from ωB97M-V with the def2-TZVPD basis set.

```
53
Properties=species:S:1:pos:R:3:forces:R:3
C -1.32170 -3.59136 0.68011 -0.2 0.0 0.4
H -1.54058 -2.70285 1.27524 0.0 -0.1 -0.1
H -0.97116 -4.38799 1.33918 0.0 0.0 0.0
H -2.20006 -3.91516 0.12788 0.1 0.0 0.0
O -0.32427 -3.29444 -0.29421 0.1 -0.1 -0.4
C 0.67272 -2.51097 0.09194 0.1 0.2 -0.2
O 0.78776 -2.05267 1.20129 0.0 -0.1 0.1
C 1.67010 -2.26223 -1.03839 -0.1 0.0 -0.1
N 2.29216 -0.97451 -0.84044 0.1 -0.6 0.2
C 1.94726 0.10423 -1.56602 0.5 0.2 0.3
O 1.27168 0.05667 -2.57372 -0.3 0.1 -0.4
C 2.50614 1.42095 -0.98878 0.3 -0.1 -0.3
N 1.80725 1.72037 0.26253 0.1 -0.1 -0.3
C 2.16404 1.12400 1.40551 -0.1 0.2 0.3
O 3.09053 0.32151 1.45841 0.3 -0.1 0.3
C 1.29841 1.37813 2.64019 0.1 0.0 0.0
N 0.22272 0.40862 2.63696 0.2 -0.3 0.1
C -1.02496 0.73731 2.24438 0.0 0.0 0.2
O -1.43463 1.86344 2.08199 -0.2 0.2 0.0
O -1.78648 -0.37441 2.09138 0.2 -0.1 0.0
C -3.07911 -0.14353 1.54830 -0.3 0.2 0.0
C -3.06081 0.10218 0.05819 0.1 0.0 0.1
C -1.90446 -0.03568 -0.69423 0.0 0.0 0.1
C -1.91854 0.20028 -2.05903 0.0 0.0 -0.1
C -3.09438 0.57664 -2.68266 0.0 0.0 -0.1
C -4.25480 0.71522 -1.93813 -0.1 0.0 0.0
C -4.23836 0.48074 -0.57605 0.1 -0.1 0.1
H -5.14184 0.59424 0.00591 -0.1 0.0 0.1
H -5.17522 1.01136 -2.41977 -0.1 0.0 0.0
H -3.10693 0.76368 -3.74601 0.0 0.0 -0.1
H -1.00696 0.08967 -2.62726 0.1 0.0 0.0
H -0.97819 -0.32479 -0.21794 0.1 0.0 0.1
H -3.65672 -1.04333 1.78242 0.1 0.1 0.0
H -3.53469 0.71742 2.05236 0.0 -0.2 -0.1
H 0.48837 -0.56636 2.56533 -0.1 0.1 -0.1
H 0.85948 2.37541 2.66007 0.1 -0.1 0.0
H 1.91780 1.21721 3.52661 0.0 0.1 -0.2
C 0.85674 2.81090 0.09108 -0.5 0.5 0.1
C 0.78272 3.00188 -1.42095 0.1 0.0 0.1
H 0.51816 4.02157 -1.69079 -0.1 0.0 0.0
C 2.18028 2.60494 -1.89122 -0.1 -0.1 0.0
H 2.19329 2.31126 -2.93836 0.1 0.0 0.0
H 2.89197 3.41493 -1.73008 0.0 0.0 0.0
H 0.04705 2.32176 -1.84904 0.0 0.0 0.0
H -0.11520 2.57855 0.52550 0.1 0.1 0.0
H 1.25296 3.71254 0.57439 -0.1 0.0 0.0
H 3.57546 1.29474 -0.78942 -0.1 0.0 0.0
H 2.78627 -0.82981 0.03975 -0.1 0.2 -0.1
C 2.71327 -3.38015 -1.03184 -0.2 0.1 -0.1
H 2.23155 -4.34175 -1.18688 0.0 -0.1 0.0
H 3.43401 -3.21173 -1.82742 0.0 0.0 -0.1
H 3.23729 -3.39145 -0.07850 0.1 0.0 0.1
H 1.13288 -2.23720 -1.99171 0.1 0.0 0.2
```
Forces are in eV/Å.

Values from the calculation:
- M (g mol⁻¹) = 391.42
- net charge = 0
- gap between HOMO and LUMO (hartree) = 0.3631
- E (Ha) = -1354.826408
- SMILES string = COC(=O)[C@H](C)NC(=O)[C@H]1CCCN1C(=O)CNC(=O)OCc1ccccc1
- lowest unoccupied orbital energy (eV) = 0.75



Here is the ion C10H18NO with charge +1 at a distorted geometry from the OMol25 dataset. Energies are from ωB97M-V with the def2-TZVPD basis set.

```
30
Properties=species:S:1:pos:R:3:forces:R:3
C -1.57218 -1.77903 0.95522 1.7 1.4 -1.2
C -2.60371 -0.84410 0.51383 0.3 0.8 0.5
C -0.29022 -1.62905 0.59243 -1.0 1.5 -2.0
C -2.28800 0.27857 -0.13949 0.3 -0.3 0.3
C 0.16597 -0.43010 -0.25361 0.1 -2.8 -2.2
C -3.16166 1.14378 -0.93165 -2.1 1.3 -1.1
C 2.60143 -0.97463 0.18405 0.1 -1.5 2.6
C 1.18652 0.69125 1.64475 2.0 0.2 0.9
C 1.98955 1.20950 -0.69593 -0.2 1.7 -1.2
C 1.49224 0.12609 0.27715 0.4 -0.7 -2.2
N -0.87302 0.60942 -0.40578 0.8 2.2 2.2
O 0.33209 -0.99808 -1.85514 1.7 0.9 5.1
H -1.77705 -2.65879 1.44559 -1.0 -1.7 1.1
H -3.64647 -1.04742 0.75054 0.2 0.0 -0.3
H 0.44089 -2.40647 0.56437 0.3 -0.4 0.7
H -3.39938 0.66950 -1.88432 0.2 -0.2 -0.2
H -3.01993 2.21818 -1.22421 1.2 -0.9 0.7
H -4.13263 1.25724 -0.48286 -0.5 -0.4 0.5
H 3.52949 -0.42942 0.23253 0.4 0.0 0.4
H 2.74064 -1.58533 -0.71224 -0.6 0.3 -0.3
H 2.60639 -1.76448 1.06451 -0.2 1.8 -1.6
H 1.82062 0.39140 2.50572 -0.3 -0.4 -0.8
H 1.38064 1.74933 1.61207 -0.5 0.6 0.1
H 0.19218 0.44554 1.88744 -1.3 0.1 0.8
H 3.05095 1.35333 -0.46368 -0.1 0.0 -0.5
H 1.59284 2.28097 -0.51595 0.0 -1.7 -0.3
H 1.82926 0.93386 -1.81729 0.5 0.5 2.1
H -0.90456 0.95366 -1.33088 0.5 0.0 -1.9
H -0.55143 1.56728 0.09787 -0.9 -2.7 -0.7
H 1.26852 -1.33201 -1.61508 -2.0 0.4 -1.5
```
Forces are in eV/Å.

Values from the calculation:
- M (g mol⁻¹) = 168.26
- net charge = +1
- gap between HOMO and LUMO (hartree) = 0.3400
- E (Ha) = -521.468989
- SMILES string = CC1=CC=C[C@](O)(C(C)(C)C)[NH2+]1
- lowest unoccupied orbital energy (eV) = -3.82